Entry 1:
Here is an isolated molecule of C4H8N4 from the OMol25 dataset. Energies are from ωB97M-V with the def2-TZVPD basis set.

ORCA input file:
```
! wB97M-V def2-TZVPD RIJCOSX def2/J DEFGRID3
* xyz 0 1
C 0.000 -0.656 1.890
C 0.678 -0.417 0.595
C 0.192 0.016 -0.599
N -1.112 0.315 -0.991
N -2.048 0.532 0.080
C 1.314 0.109 -1.579
N 2.492 -0.245 -0.685
N 2.134 -0.575 0.441
H 0.161 0.097 2.725
H -1.098 -0.815 1.806
H 0.440 -1.594 2.293
H -0.972 1.094 -1.656
H -2.878 0.173 -0.228
H -2.163 1.484 0.341
H 1.589 1.111 -2.029
H 1.272 -0.632 -2.405
*
```

Values from the calculation:
E_LUMO	0.75	eV
orbital gap	0.3328	hartree
E_HOMO	-8.31	eV
structure (SMILES)	CC1=C(NN)CN=N1

***

Entry 2:
Here is an isolated molecule of C4H8N4 from the OMol25 dataset. Energies are from ωB97M-V with the def2-TZVPD basis set.

ORCA input file:
```
! wB97M-V def2-TZVPD RIJCOSX def2/J DEFGRID3
* xyz 0 1
C -0.507 1.100 -1.078
N -0.106 0.580 0.226
C 0.013 1.353 1.443
C 0.419 0.438 2.354
N 0.500 -0.825 1.808
C 0.162 -0.663 0.589
N 0.246 -1.649 -0.623
N -1.010 -2.302 -0.845
H -0.970 2.007 -0.781
H 0.422 1.306 -1.440
H -1.039 0.269 -1.526
H -0.081 2.360 1.510
H 0.610 0.621 3.339
H 0.966 -2.385 -0.405
H -1.413 -2.792 -0.002
H -1.647 -1.495 -1.077
*
```

Values from the calculation:
E_LUMO	0.87	eV
orbital gap	0.3600	hartree
E_HOMO	-8.93	eV
structure (SMILES)	Cn1ccnc1NN

***

Entry 3:
Here is an isolated molecule of C4H8N4 from the OMol25 dataset. Energies are from ωB97M-V with the def2-TZVPD basis set.

ORCA input file:
```
! wB97M-V def2-TZVPD RIJCOSX def2/J DEFGRID3
* xyz 0 1
C -1.345 -2.748 0.113
N -1.249 -1.857 -0.786
N -0.399 -0.813 -0.455
C -0.294 0.221 -1.251
C 0.545 1.368 -1.239
C 1.459 1.948 -0.064
N 1.553 1.666 1.194
N 0.515 0.612 1.646
H -1.967 -3.555 0.274
H -0.433 -2.613 0.729
H 0.115 -0.962 0.495
H -1.040 0.013 -2.112
H 0.493 2.221 -1.847
H 1.989 2.910 -0.478
H 0.472 1.024 2.670
H -0.415 0.565 1.112
*
```

Values from the calculation:
E_LUMO	0.63	eV
orbital gap	0.3169	hartree
E_HOMO	-8.00	eV
structure (SMILES)	C=NN/C=C\C=N/N

***

Entry 4:
Here is a structure of composition C4H8N4 from the OMol25 dataset. Energies are from ωB97M-V with the def2-TZVPD basis set.

ORCA input file:
```
! wB97M-V def2-TZVPD RIJCOSX def2/J DEFGRID3
* xyz 0 1
C -0.232 -1.025 -0.840
C 0.868 0.925 -0.433
C 0.714 2.094 0.149
C 0.001 -0.369 1.527
H -1.350 -0.731 -2.743
H -0.252 0.654 -1.866
H -1.110 -2.598 0.155
H 1.541 0.431 -1.240
H 1.362 3.041 -0.039
H 0.099 2.340 1.047
H 0.135 0.575 2.062
H -0.412 -1.084 3.042
N -0.130 -0.461 -2.168
N -0.918 -2.152 -0.857
N 0.254 -0.275 0.138
N -0.570 -1.366 2.068
*
```

Values from the calculation:
E_LUMO	0.62	eV
orbital gap	0.3443	hartree
E_HOMO	-8.75	eV

***

Entry 5:
Here is an isolated molecule of C4H8N4 from the OMol25 dataset. Energies are from ωB97M-V with the def2-TZVPD basis set.

ORCA input file:
```
! wB97M-V def2-TZVPD RIJCOSX def2/J DEFGRID3
* xyz 0 1
C 0.729 -0.722 1.436
N 0.782 0.577 1.627
C 0.758 1.515 0.646
N -0.016 1.637 -0.331
C -1.278 0.668 -0.202
C -0.921 -0.362 -1.215
N 0.451 -0.869 -0.990
N 0.592 -1.354 0.227
H 1.193 -1.202 2.389
H 1.628 2.276 0.719
H -2.210 1.137 -0.624
H -1.411 0.225 0.830
H -0.565 0.335 -2.137
H -1.655 -1.220 -1.434
H 1.200 -0.221 -1.121
H 0.722 -2.421 0.181
*
```

Values from the calculation:
E_LUMO	0.85	eV
orbital gap	0.3590	hartree
E_HOMO	-8.92	eV
structure (SMILES)	C1=N\C=N/CCNN/1

***

Entry 6:
Here is an isolated molecule of C4H8N4 from the OMol25 dataset. Energies are from ωB97M-V with the def2-TZVPD basis set.

ORCA input file:
```
! wB97M-V def2-TZVPD RIJCOSX def2/J DEFGRID3
* xyz 0 1
C -0.791 2.523 -0.466
N -1.112 1.174 -0.947
C -0.447 0.190 -0.427
N 0.864 0.127 -0.623
C 1.655 -0.694 0.020
N 2.488 -1.347 0.514
N -1.154 -0.631 0.457
C -0.591 -1.721 1.270
H 0.484 2.886 -0.590
H -1.062 2.582 0.566
H -1.532 3.165 -0.799
H -0.906 1.272 -2.074
H -2.304 -0.292 0.402
H -0.199 -2.672 0.517
H -1.285 -2.467 1.689
H 0.247 -1.518 2.098
*
```

Values from the calculation:
E_LUMO	0.47	eV
orbital gap	0.3484	hartree
E_HOMO	-9.01	eV
structure (SMILES)	CNC(=NC#N)NC

***

Entry 7:
Here is an isolated molecule of C4H8N4 from the OMol25 dataset. Energies are from ωB97M-V with the def2-TZVPD basis set.

ORCA input file:
```
! wB97M-V def2-TZVPD RIJCOSX def2/J DEFGRID3
* xyz 0 1
C 0.145 2.228 0.485
N 0.559 0.874 0.436
C -0.325 0.031 0.099
N -1.576 0.396 -0.187
C -2.601 -0.191 -0.050
N -3.596 -0.605 0.490
N 0.010 -1.329 -0.037
C 1.315 -1.869 0.065
H -1.042 2.325 0.649
H 0.495 2.685 -0.379
H 0.644 2.670 1.272
H -4.333 -1.277 0.045
H -0.879 -1.999 0.061
H 1.705 -2.439 -0.777
H 1.956 -1.019 0.105
H 1.506 -2.517 1.013
*
```

Values from the calculation:
E_LUMO	0.59	eV
orbital gap	0.3324	hartree
E_HOMO	-8.45	eV
structure (SMILES)	C/N=C(\N=C=N)NC

***

Entry 8:
Here is an isolated molecule of C4H8N4 from the OMol25 dataset. Energies are from ωB97M-V with the def2-TZVPD basis set.

ORCA input file:
```
! wB97M-V def2-TZVPD RIJCOSX def2/J DEFGRID3
* xyz 0 1
C -1.603 0.115 -1.033
N -0.740 -0.611 -0.225
C -1.216 -0.296 1.127
N 0.555 -0.236 -0.199
C 1.214 0.884 0.073
N 2.479 0.701 0.162
C 2.681 -0.596 -0.139
N 1.552 -1.228 -0.289
H -1.518 0.052 -2.212
H -2.530 -0.355 -0.371
H -1.293 1.273 -0.742
H -1.546 0.819 0.959
H -0.429 -0.450 2.012
H -2.042 -0.951 1.433
H 0.681 1.950 -0.174
H 3.755 -1.069 -0.382
*
```

Values from the calculation:
E_LUMO	0.82	eV
orbital gap	0.3880	hartree
E_HOMO	-9.74	eV
structure (SMILES)	CN(C)n1cncn1

***

Entry 9:
Here is an isolated molecule of C4H8N4O from the OMol25 dataset. Energies are from ωB97M-V with the def2-TZVPD basis set.

ORCA input file:
```
! wB97M-V def2-TZVPD RIJCOSX def2/J DEFGRID3
* xyz 0 1
H -0.786 -2.818 0.310
N -1.144 -2.009 0.752
C -0.541 -1.019 0.409
C 0.844 -0.934 -0.555
C 0.592 0.638 -0.812
N 1.187 1.296 -1.744
O 2.311 0.622 -2.385
C -0.293 1.257 0.269
N -0.678 0.154 1.112
N -1.868 0.432 1.809
H 1.024 -1.515 -1.603
H 1.707 -1.106 0.308
H 2.852 1.438 -2.764
H 0.282 1.897 0.865
H -1.276 1.572 -0.304
H -1.569 0.286 2.831
H -2.643 -0.191 1.502
*
```

Values from the calculation:
E_LUMO	0.76	eV
orbital gap	0.3667	hartree
E_HOMO	-9.22	eV
structure (SMILES)	[H]/N=C1\C/C(=N\O)CN1N

***

Entry 10:
Here is a cluster of 2 separate species, C4H8N4O2 in total from the OMol25 dataset. Energies are from ωB97M-V with the def2-TZVPD basis set.

ORCA input file:
```
! wB97M-V def2-TZVPD RIJCOSX def2/J DEFGRID3
* xyz 0 1
C 0.779 -1.641 0.004
C -1.886 -0.157 -0.073
C -0.518 0.237 0.269
C 1.247 1.486 -0.739
N 0.078 0.904 1.379
N 0.046 1.469 0.018
N 1.326 -1.539 1.229
N -2.246 -0.203 -1.359
O 0.850 -2.444 -0.852
O -2.615 -0.448 0.869
H 1.596 0.495 -1.039
H 1.159 2.097 -1.694
H 2.156 1.818 -0.067
H -0.614 1.431 2.017
H 1.510 -0.671 1.688
H 1.828 -2.252 1.730
H -1.499 -0.216 -2.025
H -3.197 -0.367 -1.354
*
```

Values from the calculation:
E_LUMO	0.40	eV
orbital gap	0.3230	hartree
E_HOMO	-8.39	eV

***

Entry 11:
Here is the ion C4H8NO with charge +1 from the OMol25 dataset. Energies are from ωB97M-V with the def2-TZVPD basis set.

ORCA input file:
```
! wB97M-V def2-TZVPD RIJCOSX def2/J DEFGRID3
* xyz 1 1
C -2.367 0.152 -0.690
C -1.810 -0.218 0.441
C -0.386 -0.043 0.758
O 0.282 1.237 0.753
C 0.597 0.417 -0.308
N 2.071 -0.018 -0.224
H -3.439 0.233 -0.745
H -1.864 0.717 -1.514
H -2.445 -0.605 1.229
H -0.022 -0.680 1.693
H 0.014 0.637 -1.231
H 2.557 -0.079 -1.149
H 2.321 -0.937 0.335
H 2.491 0.772 0.341
*
```

Values from the calculation:
E_LUMO	-4.02	eV
orbital gap	0.3711	hartree
E_HOMO	-14.12	eV
structure (SMILES)	C=C[C@@H]1O[C@H]1[NH3+]

***

Entry 12:
Here is a structure of composition C4H8NO from the OMol25 dataset. Energies are from ωB97M-V with the def2-TZVPD basis set.

ORCA input file:
```
! wB97M-V def2-TZVPD RIJCOSX def2/J DEFGRID3
* xyz 1 1
C -1.509 -0.888 0.178
C -0.357 -0.364 -0.142
C -2.102 0.507 -0.129
C 1.184 -0.695 -0.236
N 1.927 0.560 0.371
O -0.732 0.921 -0.423
H -1.969 -1.754 0.435
H -2.783 0.417 -0.990
H -2.587 1.010 0.696
H 1.406 -0.567 -1.259
H 1.423 -1.628 0.227
H 2.026 0.978 -0.531
H 2.842 0.374 0.865
H 1.232 1.129 0.937
*
```

Values from the calculation:
E_LUMO	-3.81	eV
orbital gap	0.3533	hartree
E_HOMO	-13.42	eV

***

Entry 13:
Here is a cluster of 2 separate species, C4H8NO in total from the OMol25 dataset. Energies are from ωB97M-V with the def2-TZVPD basis set.

ORCA input file:
```
! wB97M-V def2-TZVPD RIJCOSX def2/J DEFGRID3
* xyz 1 1
C -2.051 0.824 0.589
C 1.424 -0.382 -0.019
C -2.508 0.546 -0.605
C 1.632 0.865 -0.740
N -2.257 -0.634 0.201
O 0.402 -0.808 0.457
H -1.767 1.079 1.600
H 2.352 -0.952 0.124
H -2.634 0.763 -1.648
H 0.803 1.653 -0.736
H 2.133 0.692 -1.725
H 2.531 1.297 -0.311
H -1.341 -1.126 0.152
H -3.061 -1.113 0.568
*
```

Values from the calculation:
E_LUMO	-4.08	eV
orbital gap	0.3758	hartree
E_HOMO	-14.31	eV

***

Entry 14:
Here is a cluster of 2 separate species, C4H8NO in total from the OMol25 dataset. Energies are from ωB97M-V with the def2-TZVPD basis set.

ORCA input file:
```
! wB97M-V def2-TZVPD RIJCOSX def2/J DEFGRID3
* xyz 1 1
C -1.525 -0.060 -0.044
C -0.460 0.496 0.012
C -2.830 -0.650 -0.094
C 2.419 -0.014 -0.162
N 0.711 1.182 0.062
O 1.980 -1.221 -0.005
H -3.004 -1.084 -1.078
H -2.929 -1.422 0.667
H -3.578 0.120 0.090
H 2.994 0.483 0.611
H 2.611 0.242 -1.198
H 0.827 1.816 -0.727
H 0.854 1.654 0.953
H 1.931 -1.541 0.913
*
```

Values from the calculation:
E_LUMO	-4.42	eV
orbital gap	0.3392	hartree
E_HOMO	-13.65	eV

***

Entry 15:
Here is a cluster of 2 separate species, C4H8NO in total from the OMol25 dataset. Energies are from ωB97M-V with the def2-TZVPD basis set.

ORCA input file:
```
! wB97M-V def2-TZVPD RIJCOSX def2/J DEFGRID3
* xyz 1 1
C 1.206 1.287 0.533
C 0.092 0.717 0.095
C 0.833 -1.070 1.854
C -1.504 0.449 -2.662
N 0.437 0.375 1.589
O -1.247 -0.745 -2.300
H 2.142 1.780 0.712
H 0.111 -1.460 2.667
H 0.792 -1.605 0.876
H 1.851 -1.158 2.267
H -2.320 0.804 -3.213
H -0.557 1.095 -2.384
H 0.159 0.920 2.405
H -1.993 -1.387 -2.438
*
```

Values from the calculation:
E_LUMO	-6.38	eV
orbital gap	0.2240	hartree
E_HOMO	-12.48	eV

***

Entry 16:
Here is the ion C4H8NO with charge +1 from the OMol25 dataset. Energies are from ωB97M-V with the def2-TZVPD basis set.

ORCA input file:
```
! wB97M-V def2-TZVPD RIJCOSX def2/J DEFGRID3
* xyz 1 1
C 3.114 -0.057 0.159
C 1.873 0.370 0.136
C 0.743 -0.494 -0.037
C -1.735 -0.709 -0.056
N -2.793 0.409 0.097
O -0.523 -0.018 -0.029
H 3.742 0.815 0.332
H 3.654 -1.012 0.185
H 1.706 1.455 0.149
H 0.962 -1.491 -0.432
H -1.883 -1.437 -0.921
H -2.730 0.676 1.046
H -3.710 0.225 -0.258
H -2.419 1.267 -0.373
*
```

Values from the calculation:
E_LUMO (alpha / beta)	-5.06 / -4.29	eV
orbital gap (alpha / beta)	0.2413 / 0.3181	hartree
E_HOMO (alpha / beta)	-11.63 / -12.95	eV

***

Entry 17:
Here is the ion C4H8NO with charge +1 from the OMol25 dataset. Energies are from ωB97M-V with the def2-TZVPD basis set.

ORCA input file:
```
! wB97M-V def2-TZVPD RIJCOSX def2/J DEFGRID3
* xyz 1 1
C -0.302 1.311 0.536
N 0.025 -0.002 0.032
C -0.871 -1.011 0.661
C 1.398 -0.424 -0.599
C 0.255 -0.226 -1.409
O -0.465 -0.033 -2.568
H -1.337 1.536 0.730
H 0.307 1.357 1.496
H 0.183 2.020 -0.237
H -2.052 -0.871 0.386
H -0.582 -2.001 0.352
H -0.803 -0.741 1.706
H 2.108 -1.322 -0.467
H 2.137 0.408 -0.619
*
```

Values from the calculation:
E_LUMO (alpha / beta)	-5.67 / -5.67	eV
orbital gap (alpha / beta)	0.3765 / 0.3765	hartree
E_HOMO (alpha / beta)	-15.91 / -15.91	eV
structure (SMILES)	C[N+]1(C)CC1=O

***

Entry 18:
Here is a structure of composition C4H8NO2 from the OMol25 dataset. Energies are from ωB97M-V with the def2-TZVPD basis set.

ORCA input file:
```
! wB97M-V def2-TZVPD RIJCOSX def2/J DEFGRID3
* xyz -1 1
C -0.297 2.184 -1.113
C -0.611 0.693 -0.873
N -0.242 0.324 0.281
C 0.244 -1.068 0.391
C 0.508 -1.513 1.837
O 0.792 -2.822 1.944
O -1.219 -0.037 -1.801
H 0.790 2.223 -1.059
H -0.495 2.543 -2.128
H -0.739 2.801 -0.341
H -0.074 -0.162 -1.705
H 1.144 -1.302 -0.189
H -0.518 -1.777 0.042
H -0.475 -1.304 2.366
H 1.193 -0.783 2.346
*
```

Values from the calculation:
E_LUMO	3.25	eV
orbital gap	0.1969	hartree
E_HOMO	-2.11	eV

***

Entry 19:
Here is the ion C4H8NO2 with charge -1 from the OMol25 dataset. Energies are from ωB97M-V with the def2-TZVPD basis set.

ORCA input file:
```
! wB97M-V def2-TZVPD RIJCOSX def2/J DEFGRID3
* xyz -1 1
O 3.582 0.379 -0.493
C 2.479 0.659 -0.103
C 1.323 -0.241 0.023
C -0.032 0.417 -0.232
N -1.078 0.028 0.726
C -2.326 -0.466 -0.015
O -2.047 -1.373 -0.936
H 2.311 1.694 0.252
H 1.415 -1.115 -0.625
H 1.365 -0.658 1.039
H -0.467 -0.009 -1.153
H 0.012 1.511 -0.304
H -0.775 -0.591 1.457
H -2.987 -0.685 0.842
H -2.775 0.450 -0.476
*
```

Values from the calculation:
E_LUMO	3.68	eV
orbital gap	0.2334	hartree
E_HOMO	-2.67	eV
structure (SMILES)	O=CCCNC[O-]

***

Entry 20:
Here is a structure of composition C4H8NO2 from the OMol25 dataset. Energies are from ωB97M-V with the def2-TZVPD basis set.

ORCA input file:
```
! wB97M-V def2-TZVPD RIJCOSX def2/J DEFGRID3
* xyz -1 1
C -0.059 1.786 -0.999
N 0.027 1.266 0.360
C 0.538 -0.759 1.741
C -0.092 -0.207 0.497
C -0.193 -1.320 -0.587
O 0.759 -2.129 -0.668
O -1.319 -1.263 -1.349
H -0.545 2.765 -0.953
H 0.951 1.840 -1.450
H -0.636 1.159 -1.711
H -0.320 -0.614 -1.602
H 0.348 -0.081 2.576
H 1.616 -0.937 1.667
H 0.064 -1.716 1.988
H -1.138 0.211 0.489
*
```

Values from the calculation:
E_LUMO	4.03	eV
orbital gap	0.1898	hartree
E_HOMO	-1.14	eV

***

Short version: largest force on an atom = 2.9, 5.2, 4.8, 7.6, 7.1, 8.3, 4.9, 5.3, 4.7, 3.7, 3.4, 3.5, 2.9, 1.9, 5.9, 3.7, 10.7, 7.0, 1.6, 5.2 eV/Å, in the order given.